A molecular structure, C33H47N3O7S6Se2SiTi in a non-equilibrium geometry, computed with ωB97M-V/def2-TZVPD.

Last column: Löwdin charge in e.
Element x y z (Å)
Ti -0.324 -0.615 -0.781  0.5669
O 0.925 -3.454 3.690  0.0391
C -0.117 -2.686 4.071  -0.2735
C -0.564 -2.788 5.385  -0.0366
C -1.621 -2.013 5.828  -0.1072
C -2.252 -1.120 4.968  -0.0955
C -1.817 -1.019 3.661  -0.0162
C -0.758 -1.797 3.191  -0.0698
C -0.330 -1.650 1.798  -0.4082
O -0.951 -0.813 1.016  -0.1989
N 0.698 -2.299 1.325  0.0788
N 0.899 -1.867 0.044  -0.1932
C 1.969 -2.361 -0.642  -0.1100
C 2.159 -1.716 -1.831  -0.3121
C 3.174 -1.984 -2.801  -0.0609
C 3.283 -1.211 -3.908  -0.1155
C 2.371 -0.130 -4.101  -0.1115
C 1.396 0.070 -3.172  -0.1788
N 1.234 -0.691 -2.060  -0.0712
H 1.129 -3.229 2.744  0.0677
H -0.055 -3.480 6.045  0.1050
H -1.953 -2.102 6.856  0.0905
H -3.066 -0.499 5.317  0.0959
H -2.273 -0.318 2.974  0.1085
H 2.568 -3.169 -0.250  0.1102
H 3.858 -2.803 -2.613  0.1043
H 4.060 -1.401 -4.638  0.0903
H 2.449 0.522 -4.958  0.0859
H 0.670 0.872 -3.283  0.0874
S -5.372 3.662 2.427  0.3958
C -3.913 3.101 1.860  -1.5390
S -3.630 2.618 0.239  0.8600
C -1.933 2.168 0.376  -1.0914
C -1.376 2.325 1.600  -1.1336
S 0.194 2.029 2.271  0.4381
S -2.496 2.935 2.823  0.8493
S -1.270 1.643 -1.159  0.5494
O 2.228 4.435 -2.903  -0.0652
C 1.979 3.845 -1.624  -0.2333
C 3.180 3.952 -0.670  -0.5906
C 3.519 5.445 -0.525  -0.2122
O 4.580 5.725 0.384  -0.0692
C 2.799 3.381 0.700  -0.4900
Se 2.214 1.507 0.553  0.5131
C 4.385 3.190 -1.208  -0.5136
Se 4.212 1.253 -0.894  0.5734
H 2.722 3.794 -3.424  0.0764
H 1.681 2.802 -1.733  0.0594
H 1.129 4.379 -1.193  0.1340
H 2.608 5.980 -0.224  0.1282
H 3.833 5.843 -1.489  0.1232
H 4.378 5.283 1.216  0.0706
H 1.980 3.929 1.166  0.0525
H 3.667 3.373 1.365  0.0647
H 5.291 3.548 -0.722  0.0563
H 4.500 3.365 -2.280  0.0550
C -6.169 0.280 -2.038  -0.0291
C -5.324 -0.991 -2.055  -0.6420
C -6.109 -2.143 -2.683  -0.0327
C -4.890 -1.343 -0.637  -0.0409
O -4.196 -0.679 -2.870  -0.1403
Si -2.827 -1.464 -3.286  -0.1144
S -1.705 -2.325 -1.756  0.4759
O -1.933 -0.338 -4.071  -0.1618
C -2.294 0.615 -5.075  -0.6301
C -2.498 1.957 -4.376  -0.0474
C -1.118 0.685 -6.042  -0.0249
C -3.557 0.213 -5.834  -0.0299
O -3.339 -2.651 -4.320  -0.1609
C -2.613 -3.697 -4.960  -0.6609
C -1.176 -3.287 -5.270  -0.0332
C -3.366 -3.974 -6.259  -0.0392
C -2.643 -4.930 -4.060  -0.0424
H -7.070 0.139 -1.438  0.0832
H -6.461 0.546 -3.056  0.0806
H -5.588 1.103 -1.611  0.0633
H -6.999 -2.361 -2.089  0.0816
H -5.488 -3.039 -2.734  0.0759
H -6.414 -1.880 -3.698  0.0854
H -5.766 -1.452 0.007  0.0872
H -4.254 -0.554 -0.232  0.0812
H -4.323 -2.273 -0.624  0.0530
H -1.557 2.321 -3.959  0.0563
H -3.207 1.840 -3.557  0.0690
H -2.877 2.703 -5.079  0.0833
H -0.192 0.789 -5.479  0.0651
H -1.228 1.540 -6.713  0.0846
H -1.059 -0.224 -6.645  0.0747
H -4.425 0.248 -5.179  0.0783
H -3.455 -0.803 -6.223  0.0699
H -3.714 0.894 -6.673  0.0850
H -1.164 -2.356 -5.841  0.0710
H -0.686 -4.065 -5.859  0.0860
H -0.610 -3.133 -4.350  0.0663
H -3.320 -3.101 -6.914  0.0733
H -4.415 -4.185 -6.040  0.0828
H -2.933 -4.829 -6.783  0.0792
H -2.152 -4.706 -3.113  0.0416
H -2.129 -5.768 -4.539  0.0809
H -3.677 -5.221 -3.862  0.0829

As for the LUMO energy (alpha / beta): 3.94 / 3.94 eV. The calculation puts the calculated total energy at -10308.001763 a.u. As for the HOMO energy (alpha / beta): -1.46 / -1.64 eV. As for the charge: -2. The frontier orbital gap (alpha / beta) comes out at 5.394 / 5.579 eV.


A molecular structure, C33H48AsCl3F6N7PS2Ti, computed with ωB97M-V/def2-TZVPD.

Last column: Löwdin charge in e.
Element x y z (Å)
Ti 0.884 0.330 0.598  0.9702
C -1.259 0.848 4.766  -0.0903
C -1.317 1.830 3.640  -0.6392
N -0.948 1.657 2.399  0.0626
C -1.183 2.805 1.667  -0.3403
C -1.686 3.855 2.356  -0.3308
S -1.909 3.401 3.974  1.1308
C -1.004 2.782 0.208  -0.3074
C -1.420 3.760 -0.627  -0.3133
S -1.192 3.289 -2.236  1.1710
C -0.573 1.808 -1.756  -0.6212
N -0.485 1.656 -0.444  -0.0246
C -0.231 0.804 -2.799  -0.0847
H -0.712 -0.047 4.484  0.0368
H -2.269 0.540 5.041  0.0807
H -0.788 1.306 5.634  0.0884
H -1.933 4.843 2.001  0.0844
H -1.869 4.706 -0.370  0.0919
H 0.024 1.297 -3.736  0.0947
H -1.090 0.158 -2.979  0.0766
H 0.615 0.211 -2.480  0.0216
F 0.835 -0.441 2.522  -0.3695
As 2.179 0.428 3.539  0.8126
F 2.146 1.375 1.991  -0.2959
F 3.108 -0.831 2.865  -0.1985
F 3.614 1.158 4.043  -0.1643
F 1.736 -0.512 4.859  -0.1631
F 1.246 1.713 4.128  -0.1754
C 3.121 2.884 -4.901  -0.0347
C 2.829 2.905 -3.421  -0.2487
C 2.633 4.102 -2.743  -0.0037
C 2.385 4.121 -1.372  -0.2562
C 2.204 5.426 -0.642  -0.0349
C 2.328 2.914 -0.690  -0.0145
C 2.495 1.692 -1.344  -0.2898
C 2.752 1.709 -2.709  -0.0236
N 2.322 0.451 -0.619  -0.0985
C 3.568 -0.399 -0.479  -0.5581
C 4.631 0.375 0.305  -0.0182
C 3.168 -1.695 0.250  -0.0545
C 4.193 -0.804 -1.814  -0.0435
H 2.904 3.847 -5.362  0.0796
H 2.533 2.119 -5.412  0.0792
H 4.174 2.658 -5.086  0.0898
H 2.681 5.038 -3.291  0.1265
H 3.148 5.969 -0.568  0.0902
H 1.834 5.267 0.371  0.0765
H 1.502 6.077 -1.168  0.0821
H 2.174 2.934 0.383  0.1059
H 2.861 0.778 -3.252  0.1120
H 4.382 0.485 1.354  0.0581
H 4.773 1.369 -0.124  0.0937
H 5.582 -0.157 0.239  0.1008
H 2.270 -1.596 0.865  0.0208
H 3.960 -2.022 0.919  0.1020
H 2.970 -2.499 -0.459  0.0656
H 4.719 0.022 -2.291  0.0875
H 3.455 -1.204 -2.513  0.0708
H 4.924 -1.589 -1.612  0.1017
Cl -0.209 -3.598 3.583  0.6632
C -1.927 -3.217 3.599  -1.5896
Cl -2.563 -3.410 5.239  0.6137
Cl -2.838 -4.344 2.530  0.5915
C -2.071 -1.783 3.232  -0.2196
N -2.392 -1.313 2.149  0.0817
C -1.123 -3.588 -3.230  -0.1730
N 0.286 -3.671 -2.850  -0.1368
C 0.461 -4.776 -1.904  -0.1688
N -0.394 -4.664 -0.728  -0.1296
C -1.786 -4.569 -1.166  -0.1727
N -2.027 -3.455 -2.089  -0.1354
C -1.886 -2.172 -1.412  -0.3015
P -0.150 -1.899 -0.753  1.0350
C 0.771 -2.413 -2.305  -0.3001
C -0.015 -3.537 0.118  -0.3222
H -1.385 -4.500 -3.764  0.1322
H -1.264 -2.740 -3.904  0.1302
H 1.506 -4.818 -1.592  0.1322
H 0.215 -5.705 -2.420  0.1329
H -2.431 -4.458 -0.296  0.0917
H -2.044 -5.495 -1.680  0.1342
H -2.573 -2.141 -0.570  0.0627
H -2.163 -1.364 -2.090  0.0776
H 1.824 -2.512 -2.058  0.0604
H 0.686 -1.643 -3.069  0.0767
H -0.668 -3.505 0.982  0.0068
H 1.006 -3.669 0.480  0.0867
C -4.566 0.750 2.567  -0.0259
C -4.372 -0.177 1.360  -0.5700
C -4.737 0.550 0.067  -0.0425
C -5.237 -1.428 1.526  -0.0368
C -2.899 -0.533 1.279  -0.1084
H -5.620 1.025 2.663  0.0974
H -3.981 1.668 2.455  0.0690
H -4.262 0.256 3.494  0.0837
H -5.776 0.883 0.095  0.0949
H -4.619 -0.106 -0.801  0.0850
H -4.105 1.434 -0.077  0.0795
H -6.288 -1.143 1.620  0.0944
H -4.963 -1.992 2.420  0.0719
H -5.140 -2.090 0.662  0.0872
H -2.276 -0.045 0.534  0.0932

As for the spin multiplicity: 2. As for the LUMO energy (alpha / beta): -2.87 / -2.84 eV. The calculation puts the calculated total energy at -7872.242342 a.u. As for the HOMO energy (alpha / beta): -10.61 / -10.61 eV. As for the charge: +1. As for the expectation value of S²: 0.759. The frontier orbital gap (alpha / beta) comes out at 7.738 / 7.766 eV.


A molecular structure, C33H49AsN7O5Tl in a non-equilibrium geometry, computed with ωB97M-V/def2-TZVPD.

Last column: Löwdin charge in e.
Element x y z (Å)
Tl 11.056 17.125 8.404  0.7663
N 11.290 18.202 5.174  -0.0206
C 10.361 19.240 5.679  -0.2348
C 9.089 18.486 6.082  -0.6198
O 8.103 18.534 5.330  -0.0550
N 9.111 17.896 7.285  -0.1358
C 7.882 17.262 7.661  -0.2065
C 7.840 16.985 9.143  -0.6671
O 6.731 17.132 9.736  -0.0676
O 8.884 16.433 9.700  -0.2647
H 12.262 18.400 5.449  0.0521
H 11.251 18.110 4.154  0.0654
H 10.068 19.957 4.891  0.0968
H 10.776 19.802 6.547  0.0939
H 7.791 16.272 7.117  0.1368
H 7.042 17.903 7.366  0.1110
N 9.422 16.488 12.866  -0.0027
C 10.018 17.624 13.452  -0.3392
C 10.972 18.466 12.535  -0.1958
C 10.188 19.170 11.433  -0.2859
N 11.053 19.552 10.275  -0.0512
H 9.195 16.568 11.865  0.0451
H 8.634 16.078 13.354  0.0674
H 10.644 17.212 14.270  0.0923
H 9.282 18.327 13.951  0.1047
H 11.797 17.851 12.157  0.0950
H 11.496 19.182 13.194  0.0987
H 9.663 20.006 11.917  0.1031
H 9.393 18.497 11.053  0.0952
H 11.808 20.210 10.580  0.0797
H 10.487 20.056 9.621  0.0392
C 8.333 11.112 6.326  -0.0589
O 9.270 12.170 6.704  -0.0361
C 8.927 13.036 7.701  -0.5750
O 9.645 13.964 8.007  0.0685
N 7.766 12.786 8.350  -0.0183
N 7.420 13.544 9.494  0.0567
H 8.782 10.634 5.463  0.0820
H 7.374 11.510 6.022  0.0800
H 8.251 10.425 7.181  0.0914
H 7.083 12.067 8.121  0.1163
H 7.903 13.134 10.318  0.0940
H 7.919 14.436 9.413  0.0500
C 19.026 14.342 13.070  -0.0716
C 17.590 14.094 12.576  -0.2562
C 17.190 12.809 12.125  -0.0364
C 16.005 12.614 11.430  -0.3182
C 15.773 11.292 10.730  -0.0620
C 15.065 13.613 11.340  -0.2758
As 13.274 13.456 10.295  1.2519
N 13.231 14.156 8.689  -0.2910
C 14.212 14.161 7.765  -0.4324
C 15.631 14.065 8.049  -0.0684
C 16.548 14.264 7.057  -0.1489
C 16.108 14.556 5.756  -0.1927
C 14.779 14.669 5.432  -0.1565
C 13.800 14.450 6.409  -0.0591
C 12.699 11.493 10.390  -0.2828
C 12.657 10.616 9.286  -0.2644
C 12.764 11.102 7.850  -0.0633
C 12.230 9.255 9.471  -0.0362
C 11.860 8.715 10.686  -0.3111
C 11.344 7.308 10.824  -0.0682
C 11.942 9.576 11.770  -0.0540
C 12.245 10.939 11.636  -0.2916
C 12.007 11.794 12.873  -0.0907
C 15.357 14.860 11.942  -0.2954
C 14.392 16.024 11.861  -0.1029
C 16.579 15.064 12.591  -0.0399
H 19.683 13.612 12.525  0.0746
H 19.228 14.122 14.125  0.0620
H 19.397 15.334 12.835  0.0588
H 17.886 11.985 12.176  0.0959
H 16.709 10.725 10.698  0.0669
H 15.433 11.453 9.698  0.0681
H 15.061 10.641 11.232  0.0688
H 16.017 13.891 9.053  0.0766
H 17.619 14.148 7.236  0.0864
H 16.851 14.770 4.963  0.0753
H 14.485 14.985 4.404  0.0955
H 12.730 14.555 6.188  0.0977
H 12.228 12.053 7.752  0.0585
H 12.222 10.399 7.220  0.0603
H 13.799 11.287 7.496  0.0831
H 12.240 8.637 8.589  0.0963
H 10.933 7.147 11.811  0.0598
H 12.152 6.591 10.693  0.0664
H 10.597 7.145 10.016  0.0829
H 11.726 9.212 12.784  0.1038
H 11.495 11.225 13.641  0.0505
H 11.329 12.644 12.575  0.0819
H 12.967 12.193 13.256  0.0723
H 13.427 15.703 12.389  0.0871
H 14.103 16.240 10.800  0.0707
H 14.803 16.959 12.277  0.0647
H 16.767 16.043 13.049  0.1057

As for the LUMO energy: 4.05 eV. The calculation puts the calculated total energy at -4454.595092 a.u. As for the HOMO energy: -1.25 eV. As for the charge: -2. The frontier orbital gap comes out at 5.297 eV.


A molecular structure, C33H49BrNP3V in a non-equilibrium geometry, computed with ωB97M-V/def2-TZVPD.

Last column: Löwdin charge in e.
Element x y z (Å)
C 0.371 5.632 -1.568  0.0308
C 0.095 4.417 -2.248  -0.2288
C -0.272 4.468 -3.601  0.0276
C -0.477 5.716 -4.207  -0.0511
N -0.301 6.851 -3.529  0.1322
C 0.094 6.827 -2.250  -0.0614
C 0.011 3.155 -1.620  -0.0670
C -0.867 2.155 -1.698  -0.0040
C -1.469 1.020 -1.184  -0.2774
C -0.507 -0.057 -1.062  -0.1723
C -0.705 -1.036 -0.076  -0.1688
C -1.925 -1.119 0.630  -0.6655
C -2.973 -0.227 0.220  -0.0470
C -2.732 0.891 -0.559  0.0349
V 0.536 1.690 -0.531  0.8748
P 2.439 -0.228 0.511  0.9719
H -0.495 3.554 -4.126  0.1233
H 0.702 5.658 -0.523  0.1097
H -0.833 5.774 -5.238  0.1407
H 0.163 7.799 -1.731  0.1439
H -3.476 1.693 -0.626  0.1630
H 0.398 -0.057 -1.743  0.1513
H -3.981 -0.453 0.568  0.1489
H 0.057 -1.791 0.062  0.0651
C 2.179 -1.679 1.669  -0.3888
C 2.816 -3.045 1.417  -0.1036
H 1.090 -1.793 1.756  0.0243
H 2.550 -1.327 2.638  0.0739
H 2.593 -3.686 2.283  0.1049
H 2.420 -3.569 0.533  0.0743
H 3.913 -3.007 1.333  0.0847
C 3.157 -1.146 -0.907  -0.4059
C 3.739 -0.232 -1.971  -0.1196
H 2.334 -1.746 -1.323  0.0728
H 3.919 -1.825 -0.508  0.0865
H 3.989 -0.825 -2.857  0.1016
H 3.018 0.543 -2.272  0.0537
H 4.649 0.259 -1.610  0.0901
C 3.938 0.542 1.293  -0.3873
C 5.124 -0.356 1.633  -0.1005
H 3.566 1.033 2.206  0.0751
H 4.252 1.336 0.597  0.0842
H 5.925 0.272 2.042  0.1053
H 4.893 -1.111 2.394  0.0824
H 5.541 -0.867 0.757  0.0859
Br -1.901 -2.057 2.241  0.9842
P -2.153 -3.479 -2.316  1.2319
C -0.441 -3.712 -1.734  -0.3789
C -0.074 -5.200 -1.757  -0.1128
H -0.382 -3.344 -0.695  0.0572
H 0.206 -3.097 -2.383  0.0928
H 0.973 -5.335 -1.458  0.0898
H -0.688 -5.766 -1.046  0.0923
H -0.223 -5.627 -2.755  0.0911
C -3.200 -3.367 -0.828  -0.3870
C -4.593 -3.944 -1.069  -0.1039
H -3.282 -2.309 -0.566  0.0310
H -2.704 -3.876 0.012  0.0820
H -5.205 -3.863 -0.163  0.0989
H -5.104 -3.399 -1.872  0.0872
H -4.509 -5.002 -1.346  0.0935
C -2.409 -1.985 -3.307  -0.3615
C -2.874 -2.352 -4.732  -0.1148
H -1.425 -1.499 -3.337  0.0744
H -3.142 -1.337 -2.798  0.0959
H -3.202 -1.453 -5.265  0.0940
H -2.051 -2.804 -5.301  0.0926
H -3.721 -3.053 -4.734  0.0891
C 0.984 3.623 2.223  -0.1787
P -0.218 2.297 1.816  0.9633
C -1.832 3.155 1.833  -0.2135
C -0.357 1.412 3.441  -0.3507
C 0.581 0.400 3.710  -0.1317
C 0.590 -0.287 4.926  -0.0413
C -0.272 0.110 5.956  -0.0023
C -1.220 1.115 5.705  -0.0116
C -1.261 1.748 4.460  -0.0627
H 1.032 4.336 1.389  0.0401
H 1.972 3.165 2.378  0.0608
H 0.660 4.136 3.137  0.0948
H -2.622 2.405 1.984  0.0635
H -1.844 3.890 2.652  0.0834
H -1.995 3.670 0.877  0.0591
H 1.313 0.158 2.938  0.0339
H 1.299 -1.103 5.082  0.1255
H -0.233 -0.394 6.918  0.1347
H -1.900 1.412 6.502  0.1362
H -2.030 2.506 4.306  0.1099

As for the spin multiplicity: 2. As for the LUMO energy (alpha / beta): -14.57 / -14.57 eV. The calculation puts the calculated total energy at -5881.928015 a.u. As for the HOMO energy (alpha / beta): -19.12 / -19.12 eV. As for the charge: +4. As for the expectation value of S²: 0.752. The frontier orbital gap (alpha / beta) comes out at 4.556 / 4.553 eV.


What is the formula in the third record? C33H49AsN7O5Tl


The highest calculated total energy belongs to which entry? C33H49AsN7O5Tl


Which of these has the lowest calculated total energy? C33H47N3O7S6Se2SiTi